(1)
{
  "formula": "C22H35BeBrO2P2",
  "method": "ωB97M-V with the def2-TZVPD basis set",
  "elements": ["P", "P", "C", "C", "H", "H", "H", "H", "C", "H", "H", "H", "C", "H", "H", "H", "C", "H", "H", "H", "C", "H", "H", "H", "Be", "C", "C", "C", "C", "C", "C", "C", "C", "C", "H", "H", "H", "H", "H", "H", "H", "H", "H", "H", "H", "H", "H", "H", "H", "Br", "C", "C", "C", "C", "C", "C", "C", "O", "O", "H", "H", "H", "H"],
  "coordinates": [[-0.11036, -1.98459, -3.14778], [0.27353, 1.21439, -3.27788], [-0.27883, -1.10190, -4.79570], [0.39880, 0.27942, -4.85686], [-1.35908, -1.01417, -4.99095], [0.14064, -1.76663, -5.56549], [1.47077, 0.19855, -5.09441], [-0.06986, 0.91919, -5.61843], [-1.41703, 1.92740, -3.41566], [-1.60127, 2.58216, -2.55623], [-2.16994, 1.12962, -3.41427], [-1.47700, 2.50756, -4.34325], [1.28972, 2.70575, -3.49931], [0.85882, 3.32094, -4.29990], [2.31285, 2.40603, -3.75624], [1.31200, 3.27417, -2.56037], [-0.96168, -3.53884, -3.62357], [-0.85044, -4.25680, -2.80078], [-0.52378, -3.95359, -4.54249], [-2.02741, -3.32879, -3.77625], [1.61413, -2.60075, -3.41500], [2.34404, -1.78561, -3.35642], [1.67284, -3.08745, -4.39792], [1.83982, -3.33334, -2.63084], [-0.16428, -1.80358, 2.57159], [0.80979, 2.13857, -0.30779], [-0.52459, 1.96860, -0.32176], [-1.32137, 0.72512, -0.60152], [-1.47757, -0.42340, 0.41611], [-0.35990, -1.42642, 0.65835], [0.94911, -1.24912, 0.24355], [1.45718, -0.28830, -0.74531], [1.88720, 1.11067, -0.21094], [-0.15960, -3.38016, 3.15510], [1.18271, 3.17133, -0.27661], [-1.14913, 2.87125, -0.14543], [-1.02641, 0.24718, -1.55033], [-2.35414, 1.08144, -0.79039], [-1.77314, 0.04815, 1.36226], [-2.37043, -0.99007, 0.10718], [-0.73534, -2.47204, 0.69676], [1.70036, -1.98655, 0.56299], [0.73497, -0.13817, -1.57787], [2.34420, -0.74064, -1.22663], [2.25353, 1.01222, 0.82909], [2.76233, 1.43461, -0.80754], [0.77530, -3.57036, 3.70402], [-0.27560, -4.13325, 2.36521], [-1.00058, -3.46499, 3.85539], [1.55356, 2.26481, 3.69321], [0.54763, 1.86113, 5.22740], [0.79205, 2.52669, 6.43478], [-0.07116, 2.35501, 7.52644], [-1.17132, 1.49966, 7.40845], [-1.37729, 0.77588, 6.23101], [-0.48709, 0.90751, 5.16283], [-0.73137, 0.14079, 3.90962], [-1.79634, 0.32868, 3.30912], [0.21749, -0.68766, 3.53071], [1.64375, 3.19382, 6.52310], [0.12638, 2.89089, 8.46222], [-1.87689, 1.39488, 8.23383], [-2.21525, 0.09315, 6.11779]],
  "forces_ev_per_a": [[0.12, 0.02, -0.72], [-0.23, -0.22, 0.14], [-0.10, -0.04, 0.17], [-0.05, 0.60, -0.37], [0.27, 0.05, 0.03], [-0.18, 0.17, 0.06], [-0.28, -0.08, 0.03], [0.23, -0.34, -0.25], [0.16, 0.07, -0.26], [0.01, -0.11, -0.26], [0.16, 0.20, -0.06], [-0.21, -0.02, 0.09], [0.02, 0.21, -0.59], [0.35, 0.12, 0.09], [-0.16, 0.16, 0.00], [-0.06, -0.17, -0.35], [-0.06, -0.04, -0.03], [-0.11, 0.07, -0.25], [-0.21, -0.02, 0.19], [0.19, -0.18, 0.04], [-0.07, 0.02, 0.22], [-0.11, -0.16, -0.03], [0.11, 0.09, 0.21], [0.10, 0.11, -0.16], [0.57, -0.03, 0.28], [-0.70, 0.49, 0.70], [0.48, 0.46, 0.38], [-0.86, -0.71, -0.34], [-0.43, 0.36, 0.07], [0.63, 0.76, -1.69], [-1.36, -1.49, 0.66], [0.70, 0.85, -0.12], [0.34, -0.66, -0.69], [-0.06, -0.37, -0.43], [-0.23, -0.30, 0.36], [0.59, -0.54, -0.41], [-0.07, 0.39, 0.38], [0.41, -0.25, 0.19], [0.18, -0.40, -0.11], [0.25, 0.06, 0.00], [0.66, 0.48, 0.78], [-0.52, -0.14, -0.16], [0.67, -0.17, 1.00], [-0.27, 0.06, 0.39], [-0.21, 0.23, -0.33], [-0.37, -0.04, 0.26], [-0.28, -0.05, -0.06], [0.00, -0.19, 0.32], [0.13, -0.22, 0.02], [0.27, 0.08, -0.08], [-0.64, -0.60, 1.20], [-0.28, 0.01, -0.07], [0.07, -0.26, -0.35], [0.02, 0.02, -0.08], [0.51, 0.20, 0.14], [0.43, 0.83, 0.11], [-0.53, 0.01, -0.90], [0.93, -0.56, 0.81], [-0.97, 1.26, 0.47], [-0.15, -0.01, -0.11], [-0.12, -0.23, -0.45], [0.24, 0.01, -0.21], [0.12, 0.13, 0.09]],
  "orbital_gap_ev": 8.0,
  "total_energy_ev": -116497.5307,
  "lumo_energy_ev": 0.19
}

---

(2)
{
  "formula": "C13H16N2O5",
  "method": "ωB97M-V with the def2-TZVPD basis set",
  "elements": ["N", "C", "C", "C", "C", "C", "C", "C", "C", "C", "O", "N", "C", "C", "C", "O", "O", "C", "O", "O", "H", "H", "H", "H", "H", "H", "H", "H", "H", "H", "H", "H", "H", "H", "H", "H"],
  "coordinates": [[-0.16888, 3.14054, -0.43977], [-0.90601, 2.14587, 0.47774], [-2.20246, 1.52355, -0.49431], [-2.47712, 0.05448, -0.39529], [-3.59940, -0.30054, 0.47781], [-4.21798, -1.50623, 0.55305], [-3.32216, -2.48151, -0.09391], [-2.16921, -2.34920, -0.82648], [-1.72726, -0.93315, -1.04335], [0.05857, 1.04822, 0.91240], [0.02569, 0.15297, 1.84123], [1.11034, 1.15658, 0.06784], [2.11814, 0.18882, 0.33877], [1.83242, -1.33988, -0.16414], [3.04341, -2.24616, 0.13982], [3.63873, -2.96902, -0.76399], [3.46707, -1.93239, 1.44968], [3.53977, 0.67102, -0.15672], [4.49772, -0.05965, -0.50690], [3.52991, 2.02041, -0.29515], [-0.66405, 3.69191, -1.02071], [0.45303, 3.87012, 0.08455], [-1.40033, 2.58854, 1.42372], [-1.71226, 1.73678, -1.44457], [-3.18553, 2.16234, -0.31079], [-3.79803, 0.59831, 1.04908], [-5.03227, -1.60946, 1.19030], [-3.66644, -3.58598, -0.23563], [-1.65875, -3.28002, -0.98460], [-0.69438, -0.76290, -1.43505], [1.20978, 2.03072, -0.38593], [2.47136, -0.02802, 1.32677], [0.89647, -1.95048, 0.19637], [1.96697, -1.27503, -1.34605], [4.41508, -2.46506, 1.75414], [4.32805, 2.29348, -0.93996]],
  "forces_ev_per_a": [[2.89, -0.68, 4.81], [-3.09, 0.88, 0.18], [1.26, 1.76, 1.30], [-0.51, -1.46, 0.51], [1.46, 2.15, -1.22], [4.80, -0.22, -2.06], [-3.24, -3.42, -0.48], [-0.31, 4.23, 1.16], [0.22, -2.08, 1.34], [0.41, -1.77, 1.58], [-0.86, 3.59, -3.34], [0.42, -3.33, 2.38], [2.87, -1.95, -1.22], [0.76, -0.16, -2.57], [3.33, -1.11, -2.64], [-3.03, 3.16, 5.49], [3.35, -3.52, -0.65], [1.11, -2.16, -2.59], [-3.09, 2.69, 1.42], [2.60, 0.50, -2.04], [-2.85, 1.69, -2.25], [-1.57, -1.97, -0.71], [0.91, -0.40, -1.52], [-0.70, 0.05, -0.34], [2.32, -1.23, -0.46], [-1.11, -0.24, 0.30], [-1.28, -0.97, 0.74], [0.20, 1.86, 1.13], [0.51, 0.20, -0.84], [-1.27, 0.21, -0.17], [0.48, 0.47, -0.99], [-1.12, 0.69, 1.57], [1.48, 1.97, -0.65], [-1.11, -0.42, 2.35], [-4.01, 2.05, -1.79], [-2.26, -1.06, 2.32]],
  "orbital_gap_ev": 9.2,
  "smiles": "N[C@@H](Cc1ccccc1)C(=O)N[C@@H](CC(=O)O)C(=O)O",
  "de_lowest_ev": 6.263,
  "total_energy_ev": -26954.0305,
  "lumo_energy_ev": 0.31
}

---

Listing HOMO level for the structures above in their given order: -0.288, -0.328 hartree.